The following is a DFT calculation (the ωB97M-V functional and the def2-TZVPD basis) of the molecule C2H2N2O2S.

Each line ends with the Löwdin charge.
Geometry (Å):
O1 0.343572 2.132453 -0.224451  0.1061
C1 0.204462 0.964416 -0.022924  -0.5780
N1 -0.933382 0.319541 0.178556  0.0552
N2 -0.892852 -1.102495 -0.266201  0.0495
O2 0.490492 -1.393353 -0.202643  -0.0540
C2 1.130270 -0.247167 -0.025364  -0.7394
S1 2.782001 -0.055967 -0.026772  0.7430
H1 -1.899682 0.953824 -0.043226  0.2603
H2 -1.224883 -1.571251 0.633029  0.1572

Atoms 1-3, force components in eV/Å:
O 0.7573 0.4807 0.3398
C 0.3773 -1.4472 -0.5933
N -6.0028 1.0502 -0.8487

As for the SMILES: O=c1[nH][nH]oc1=S. The calculation puts the energy above the lowest of the compared OMol25 structures with the same formula, charge and spin at 323.8 kJ/mol. Its spin multiplicity is 1. For the total energy, the calculation gives -20012.993 eV. The calculation puts the LUMO energy at -0.663 eV.


The following is a DFT calculation (the ωB97M-V functional and the def2-TZVPD basis) of a structure of composition C2H2N2O2S.

Each line ends with the Löwdin charge.
Geometry (Å):
C1 -1.042778 1.004504 0.014583  -0.3449
C2 -0.238813 -0.034182 -0.077543  -0.2609
N1 -1.081785 -1.155814 -0.308682  -0.2957
N2 1.983470 0.039969 0.077131  -0.2865
O1 2.402120 1.113977 -0.181839  0.0943
O2 2.472712 -1.027729 0.253617  0.0820
S1 -2.505287 -0.102428 -0.125205  0.8585
H1 -1.025588 2.106210 0.033462  0.0751
H2 -0.964055 -1.944509 0.314472  0.0781

Atoms 1-3, force components in eV/Å:
C -1.1707 1.1311 -0.0141
C 1.6071 -0.7809 0.3000
N 0.9883 0.6240 -0.2266

The calculation puts the energy above the lowest of the compared OMol25 structures with the same formula, charge and spin at 665.1 kJ/mol. Its spin multiplicity is 1. For the total energy, the calculation gives -20009.456 eV. The calculation puts the LUMO energy (spin up / spin down) at -1.183 / -1.162 eV.


The following is a DFT calculation (the ωB97M-V functional and the def2-TZVPD basis) of the molecule C2H2N2O2S.

Each line ends with the Löwdin charge.
Geometry (Å):
N1 -1.463262 -2.326077 -0.377569  0.1767
C1 -1.293389 -1.222085 -0.196148  -0.2348
C2 -1.039235 0.180957 -0.001766  -0.0796
N2 0.409658 0.543738 -0.899543  -0.1650
S1 1.592558 0.575615 0.009502  0.6925
O1 2.878452 0.702777 -0.578328  -0.2565
O2 1.403029 0.374892 1.419528  -0.2886
H1 -1.677283 0.896985 -0.395270  0.0856
H2 -0.810526 0.273197 1.019590  0.0697

Atoms 1-3, force components in eV/Å:
N -0.3109 -2.0106 -0.1597
C -0.0717 1.7978 -0.6029
C 4.2258 -0.5425 -1.6440

As for the SMILES: N#CCN=S(=O)=O. The calculation puts the energy above the lowest of the compared OMol25 structures with the same formula, charge and spin at 276.6 kJ/mol. Its spin multiplicity is 1. For the total energy, the calculation gives -20013.483 eV. The calculation puts the LUMO energy at -0.605 eV.


The following is a DFT calculation (the ωB97M-V functional and the def2-TZVPD basis) of the molecule C2H2N2O2S.

Each line ends with the Löwdin charge.
Geometry (Å):
O1 -2.248850 -0.905832 -0.054756  0.0326
C1 -1.151749 -0.201399 0.130062  -0.4490
N1 -0.924975 1.105137 0.011298  0.1565
O2 0.526767 1.158720 -0.082722  -0.0173
C2 0.951670 -0.021946 0.010074  -0.9264
S1 2.622160 -0.466783 -0.094754  0.8431
N2 0.102785 -0.961485 0.110498  0.1329
H1 -3.128609 -0.325868 -0.616293  0.2907
H2 3.250799 0.619455 0.586597  -0.0633

Atoms 1-3, force components in eV/Å:
O -4.4515 2.4947 -1.9005
C 3.7500 0.2794 -2.1462
N -0.1729 -1.4820 0.1900

As for the SMILES: Oc1noc(S)n1. The calculation puts the energy above the lowest of the compared OMol25 structures with the same formula, charge and spin at 238.5 kJ/mol. Its spin multiplicity is 1. For the total energy, the calculation gives -20013.877 eV. The calculation puts the LUMO energy at -0.107 eV.


The following is a DFT calculation (the ωB97M-V functional and the def2-TZVPD basis) of the molecule C2H2N2O2S.

Each line ends with the Löwdin charge.
Geometry (Å):
C1 -1.731314 0.437339 -1.014791  -0.3270
C2 -0.017987 -0.875061 0.651518  -0.1668
N1 1.127318 -0.558219 0.651135  0.2208
N2 -1.054616 -1.641096 0.764120  -0.4478
O1 -2.001361 -1.499069 1.523515  -0.0435
O2 -1.294129 -2.213445 -0.415246  -0.3108
S1 -2.151018 -0.880356 -1.634751  1.0432
H1 -1.462840 1.329453 -0.566144  -0.0007
H2 1.805805 -1.121346 0.960936  0.0326

Atoms 1-3, force components in eV/Å:
C -0.9599 -2.9440 -1.5981
C -1.3516 0.1785 -0.2156
N -0.6913 3.5977 -1.4835

The calculation puts the energy above the lowest of the compared OMol25 structures with the same formula, charge and spin at 774.3 kJ/mol. Its spin multiplicity is 1. For the total energy, the calculation gives -20008.324 eV. The calculation puts the LUMO energy at -0.998 eV.


The following is a DFT calculation (the ωB97M-V functional and the def2-TZVPD basis) of the molecule C2H2N2O3.

Each line ends with the Löwdin charge.
Geometry (Å):
O1 -1.338235 0.981577 -1.305688  0.1232
C1 -1.206062 -0.163357 -0.948971  -0.5945
O2 -2.124959 -1.081927 -1.098796  0.1831
N1 -0.062627 -0.703105 -0.349023  0.2143
C2 0.778092 -0.191995 0.350026  -0.1577
N2 1.742461 0.297510 0.854888  0.0395
O3 1.979278 0.556662 2.211592  -0.0058
H1 -2.632745 -0.620811 -1.690502  0.0791
H2 2.864797 0.925445 1.976475  0.1188

Atoms 1-3, force components in eV/Å:
O 0.1267 -0.3540 -0.0660
C 1.8600 1.3837 0.9459
O 1.5855 -2.0524 1.6215

As for the SMILES: O=C(O)N=C=NO. The calculation puts the energy above the lowest of the compared OMol25 structures with the same formula, charge and spin at 260.7 kJ/mol. Its spin multiplicity is 1. For the total energy, the calculation gives -11226.103 eV. The calculation puts the LUMO energy at -0.046 eV.


The following is a DFT calculation (the ωB97M-V functional and the def2-TZVPD basis) of the molecule C2H2N2O3.

Each line ends with the Löwdin charge.
Geometry (Å):
O1 -1.025319 1.886576 -0.160871  0.1666
C1 -0.425609 0.875776 -0.116713  -0.4827
O2 1.055346 1.000830 0.050510  0.0612
C2 1.582198 -0.249506 -0.033546  -0.1688
N1 0.700264 -1.166437 -0.202904  0.1792
N2 -0.560355 -0.404308 -0.033688  -0.1163
O3 -1.777053 -0.979150 -0.110639  0.0893
H1 2.626729 -0.211810 -0.148313  0.1255
H2 -2.176201 -0.751971 0.756166  0.1459

Atoms 1-3, force components in eV/Å:
O -1.7605 0.2956 -0.1904
C 4.1543 2.7113 0.7759
O -0.3234 -0.6182 -0.1399

As for the SMILES: O=c1ocnn1O. The calculation puts the energy above the lowest of the compared OMol25 structures with the same formula, charge and spin at 272.0 kJ/mol. Its spin multiplicity is 1. For the total energy, the calculation gives -11225.986 eV. The calculation puts the LUMO energy at 0.547 eV.


The following is a DFT calculation (the ωB97M-V functional and the def2-TZVPD basis) of the molecule C2H2N2O3.

Each line ends with the Löwdin charge.
Geometry (Å):
N1 0.527906 2.851459 0.082322  0.1926
C1 0.327022 1.714036 0.045109  -0.1323
C2 -0.257773 0.404990 -0.186011  -0.3392
O1 0.402087 -0.678526 0.277167  0.0237
O2 -1.696111 0.519036 0.477647  -0.0573
N2 -2.590586 -0.049525 -0.355876  -0.0873
O3 -3.647619 -0.405460 0.139434  0.0324
H1 -0.500027 0.251077 -1.312642  0.1866
H2 0.668037 -0.927832 1.225098  0.1809

Atoms 1-3, force components in eV/Å:
N 0.2445 -1.1427 0.1251
C -0.3199 1.7713 -0.0204
C -2.4461 -0.7704 -0.2457

As for the SMILES: N#C[C@@H](O)ON=O. The calculation puts the energy above the lowest of the compared OMol25 structures with the same formula, charge and spin at 416.5 kJ/mol. Its spin multiplicity is 1. For the total energy, the calculation gives -11224.488 eV. The calculation puts the LUMO energy at -0.057 eV.


The following is a DFT calculation (the ωB97M-V functional and the def2-TZVPD basis) of a cluster of 2 separate species, C2H2N2O3 in total.

Each line ends with the Löwdin charge.
Geometry (Å):
C1 0.163537 0.172739 -2.168860  -0.1746
C2 -0.323746 0.223377 -0.861966  -0.2669
N1 0.561202 0.027140 -3.239260  0.2132
N2 -1.322871 -0.812658 -0.465967  -0.3508
O1 -1.548841 -1.819611 -1.064375  0.1311
O2 -1.894147 -0.522001 0.577648  0.0521
O3 -0.577436 1.302699 -0.109044  0.0862
H1 1.617186 -0.910584 -0.078091  0.1747
H2 -1.196675 1.078944 0.639081  0.1349

Atoms 1-3, force components in eV/Å:
C 0.1279 0.2549 -0.2150
C -1.6116 0.1198 2.2417
N 0.0656 0.0819 -0.1000

The calculation puts the energy above the lowest of the compared OMol25 structures with the same formula, charge and spin at 730.7 kJ/mol. Its spin multiplicity is 1. For the total energy, the calculation gives -11221.232 eV. The calculation puts the LUMO energy (spin up / spin down) at -2.510 / -1.389 eV.


The following is a DFT calculation (the ωB97M-V functional and the def2-TZVPD basis) of the molecule C2H2N2O3.

Each line ends with the Löwdin charge.
Geometry (Å):
O1 2.225141 -0.569617 -0.006927  0.1592
C1 1.103853 -0.195981 0.035067  -0.5524
N1 0.735058 1.109540 -0.081883  0.1279
N2 -0.678428 1.105569 0.035507  0.1167
C2 -1.131069 -0.125310 -0.005481  -0.5229
O2 -2.247535 -0.571110 0.047489  0.1359
O3 -0.010231 -0.994788 -0.046018  0.1781
H1 1.235622 1.642413 0.623849  0.1648
H2 -1.207729 1.863688 -0.433089  0.1926

Atoms 1-3, force components in eV/Å:
O 0.7214 -0.6494 0.7494
C 0.3209 -1.4812 -1.8301
N -0.8483 1.1011 0.2611

As for the SMILES: O=c1[nH][nH]c(=O)o1. The calculation puts the energy above the lowest of the compared OMol25 structures with the same formula, charge and spin at 0.0 kJ/mol. Its spin multiplicity is 1. For the total energy, the calculation gives -11228.805 eV. The calculation puts the LUMO energy at 0.415 eV.


The following is a DFT calculation (the ωB97M-V functional and the def2-TZVPD basis) of a structure of composition C2H2N2O3S.

Each line ends with the Löwdin charge.
Geometry (Å):
C1 -1.927412 0.287253 -0.312988  -0.5527
C2 -2.447761 1.388449 0.654997  -0.1114
N1 -0.708082 0.308945 -0.655710  -0.0785
N2 0.277891 0.827101 0.225863  -0.2288
O1 -2.785954 -0.467401 -0.719601  0.0895
O2 -2.470790 2.606942 0.395417  0.0479
O3 2.098380 2.356047 0.202981  -0.4920
S1 0.899060 2.048180 -0.593748  1.0368
H1 -0.301479 -0.559979 -1.004296  0.1619
H2 -2.520738 0.718686 1.497382  0.1273

Atoms 1-3, force components in eV/Å:
C -5.7283 1.6559 0.5156
C 2.4930 1.8207 -2.3922
N 5.0200 -1.6141 -1.4274

The calculation puts the energy above the lowest of the compared OMol25 structures with the same formula, charge and spin at 402.4 kJ/mol. Its spin multiplicity is 1. For the total energy, the calculation gives -22060.229 eV. The calculation puts the LUMO energy at -2.119 eV.


The following is a DFT calculation (the ωB97M-V functional and the def2-TZVPD basis) of a cluster of 2 separate species, C2H2N2O3S in total.

Each line ends with the Löwdin charge.
Geometry (Å):
N1 -1.595861 2.602243 -1.478843  0.2312
C1 -1.569566 1.564566 -1.017192  -0.2384
C2 -1.671319 0.496701 -0.157376  -0.8162
O1 -1.766689 0.550090 1.028667  0.0647
S1 -1.922024 -1.109357 -1.000294  0.8223
H1 -1.467470 -0.683319 -2.194686  -0.1152
O2 1.530591 0.232382 -0.507148  0.0448
N2 1.321348 0.091559 0.634650  -0.1252
O3 2.377040 -0.334399 1.342977  0.0622
H2 2.176140 -0.267072 2.238340  0.0698

Atoms 1-3, force components in eV/Å:
N 0.0721 1.2851 -1.1727
C 0.3826 1.9687 -0.3918
C -0.9665 -4.4254 0.9148

As for the SMILES: N#CC(=O)S.O=NO. The calculation puts the energy above the lowest of the compared OMol25 structures with the same formula, charge and spin at 412.4 kJ/mol. Its spin multiplicity is 1. For the total energy, the calculation gives -22060.126 eV. The calculation puts the LUMO energy at -0.670 eV.